[1]
111
Properties=species:S:1:pos:R:3:forces:R:3 method="wB97M-V/def2-TZVPD" de_lowest_kcal_mol=2.0 homo_ha=-0.380 total_charge=+1 total_energy_ha=-5076.577776 lumo_ev=-2.8231
Ti -0.44206 0.51160 1.72427 0.43 0.26 0.18
C -2.27871 2.63841 3.25064 -0.05 0.01 -0.05
N -1.17638 1.71746 3.59280 0.14 -0.32 -0.02
C -1.66857 0.72152 4.55017 -0.08 0.10 0.05
C -2.63618 -0.15735 3.78241 0.04 -0.08 0.03
N -2.07504 -0.38789 2.44872 -0.35 0.07 -0.31
C -2.81306 -1.22067 1.61475 0.01 -0.10 -0.03
C -2.15895 -1.70004 0.48881 0.01 -0.10 -0.05
F -0.89671 -1.20126 0.32736 -0.03 0.09 -0.11
C -2.66642 -2.57182 -0.44087 -0.07 -0.06 0.01
F -1.92716 -3.02123 -1.45117 -0.01 0.07 0.01
C -3.97962 -2.98580 -0.28820 -0.06 0.04 -0.05
F -4.54034 -3.80734 -1.17755 0.05 0.06 0.07
C -4.70822 -2.50435 0.78553 0.00 -0.03 -0.04
F -5.97892 -2.87262 0.93148 0.07 0.01 -0.01
C -4.14274 -1.64311 1.71618 -0.02 -0.08 0.19
F -4.93371 -1.25085 2.72854 0.03 0.01 -0.07
C -0.00751 2.49812 4.00881 -0.02 0.05 -0.01
C 0.73970 2.94069 2.71218 -0.13 0.04 0.05
N 0.01523 2.42413 1.55646 0.11 0.28 -0.11
C -0.54709 3.24409 0.60663 0.02 0.06 0.07
C -0.13503 4.52433 0.22338 0.11 0.02 -0.03
F 0.98927 5.06538 0.73284 -0.05 -0.06 -0.02
C -0.81337 5.25932 -0.73628 0.02 -0.01 -0.01
F -0.34903 6.45645 -1.08403 -0.04 -0.04 0.01
C -1.94978 4.75835 -1.34800 -0.01 -0.02 0.01
F -2.60373 5.47828 -2.25618 0.02 -0.03 0.04
C -2.40142 3.49583 -0.99102 0.01 0.04 -0.04
F -3.52848 3.02015 -1.50430 0.04 0.03 0.03
C -1.68362 2.77864 -0.05935 -0.07 0.00 0.03
F -2.13630 1.55167 0.33460 0.03 0.07 -0.14
H -2.71881 3.03241 4.17211 0.00 0.00 -0.02
H -3.04560 2.12399 2.67617 0.01 0.02 0.00
H -1.90533 3.47158 2.66384 -0.01 0.00 0.02
H -2.17047 1.19374 5.40251 0.04 0.00 -0.01
H -0.82471 0.15167 4.92786 -0.03 -0.01 -0.01
H -3.61802 0.31642 3.73000 0.04 0.00 0.02
H -2.77086 -1.10796 4.30906 -0.01 0.02 -0.02
H 0.62875 1.87847 4.63746 0.01 0.02 -0.02
H -0.31696 3.36353 4.60183 0.00 -0.03 0.00
H 1.75138 2.52403 2.73417 0.00 0.07 0.00
H 0.84033 4.02283 2.67189 -0.03 -0.04 0.03
Cl -0.29246 -6.33041 2.70966 0.00 0.00 0.00
C 0.07361 -4.63943 2.81127 0.02 0.01 0.00
C -0.34921 -3.90860 3.91238 0.00 0.00 -0.04
C -0.06223 -2.55634 3.97887 -0.10 0.02 -0.03
C 0.63714 -1.90807 2.95937 0.12 0.11 0.12
C 0.90415 -0.43327 3.01378 0.20 -0.22 -0.09
C 1.07850 -2.67648 1.88651 0.05 0.00 -0.03
C 0.79810 -4.03089 1.80033 -0.04 -0.01 0.03
H -0.89318 -4.39910 4.70730 0.00 -0.01 0.01
H -0.39348 -1.99607 4.84545 0.02 -0.02 0.01
H 1.87125 -0.19946 2.56262 -0.12 0.00 0.06
H 0.91016 -0.08229 4.04235 -0.03 0.06 -0.03
H 1.65834 -2.19819 1.10781 -0.02 -0.01 0.09
H 1.14063 -4.61642 0.95775 0.01 -0.02 -0.02
C -3.71901 -2.06049 -5.54251 0.00 -0.04 0.00
N -2.88211 -1.34356 -4.60417 0.07 0.04 0.04
C -3.31723 -0.66191 -3.52565 -0.05 0.09 0.01
S -2.22902 0.19335 -2.55911 0.10 -0.05 -0.06
N -4.63712 -0.71335 -3.28761 0.01 -0.08 -0.02
C -5.32463 -0.01418 -2.21865 0.03 0.00 0.06
H -3.07932 -2.52643 -6.28667 -0.01 0.02 -0.02
H -4.41667 -1.39548 -6.05871 0.00 -0.01 -0.01
H -4.27797 -2.85928 -5.04930 -0.01 0.00 0.02
H -1.90410 -1.22540 -4.80425 -0.04 -0.02 0.03
H -5.21452 -1.22474 -3.93442 0.01 0.00 0.00
H -4.58179 0.37267 -1.52476 -0.03 -0.03 -0.01
H -5.99118 -0.70308 -1.70015 -0.01 0.00 0.02
H -5.90754 0.81912 -2.61205 0.01 0.01 0.00
O 1.00485 0.40516 0.19697 -0.37 -0.29 0.20
P 2.15937 -0.01392 -0.69492 0.03 -0.07 -0.04
N 3.36824 -0.61928 0.25077 0.03 0.05 -0.09
C 4.43053 -1.53238 -0.21935 -0.03 0.01 0.02
C 5.75699 -0.93232 0.29228 0.01 -0.01 0.00
C 5.38775 0.44232 0.85888 0.02 0.00 0.02
C 3.93864 0.25738 1.28671 -0.01 -0.01 0.01
N 1.92449 -1.18666 -1.80948 -0.06 -0.02 0.10
C 1.32405 -0.93000 -3.13077 -0.02 -0.02 0.02
C 1.66068 -2.20437 -3.90664 0.04 0.02 -0.03
C 1.76718 -3.31068 -2.83680 0.02 0.00 0.01
C 1.60338 -2.58637 -1.49363 0.01 0.00 -0.03
N 2.61835 1.30981 -1.52647 0.01 0.02 0.01
C 1.94164 2.61528 -1.48024 -0.06 0.02 -0.05
C 2.86942 3.54791 -2.27071 -0.02 0.01 0.04
C 4.22429 2.83877 -2.25377 0.00 0.00 0.00
C 3.82337 1.37362 -2.35660 -0.01 -0.03 -0.05
H 4.39578 -1.62098 -1.30369 0.00 0.00 -0.02
H 4.27389 -2.52810 0.20158 0.00 -0.02 -0.01
H 6.50105 -0.86701 -0.49960 0.01 -0.01 0.00
H 6.17307 -1.56286 1.07741 0.00 -0.01 0.00
H 5.45348 1.21550 0.09220 -0.02 0.00 -0.02
H 6.02852 0.73744 1.68838 0.01 0.02 -0.01
H 3.37893 1.19255 1.35158 0.00 0.00 0.00
H 3.89096 -0.24004 2.26070 0.02 0.00 -0.01
H 1.74006 -0.03131 -3.57849 -0.01 0.03 0.00
H 0.24392 -0.80157 -3.03013 -0.02 0.02 -0.02
H 2.61369 -2.08880 -4.42261 -0.01 0.01 -0.01
H 0.90717 -2.42211 -4.66235 -0.02 0.00 0.01
H 2.73965 -3.79826 -2.89276 -0.01 -0.02 0.02
H 1.00738 -4.08199 -2.95186 -0.01 0.01 0.00
H 2.26512 -2.97729 -0.72408 0.01 -0.01 -0.01
H 0.57149 -2.66037 -1.13926 0.03 -0.03 0.01
H 1.83340 2.93180 -0.44530 0.02 0.02 0.04
H 0.94665 2.55713 -1.92834 -0.03 0.03 0.04
H 2.90637 4.54288 -1.82993 -0.01 0.01 -0.02
H 2.51550 3.65096 -3.29735 0.00 -0.01 0.00
H 4.73449 3.01963 -1.30493 0.01 -0.01 0.00
H 4.88212 3.15161 -3.06253 0.00 0.01 0.00
H 4.58304 0.67778 -2.00092 0.03 0.02 0.04
H 3.59621 1.11616 -3.39791 0.02 -0.03 0.00

[2]
103
Properties=species:S:1:pos:R:3:forces:R:3 method="wB97M-V/def2-TZVPD" homo_ha="-0.128 / -0.134" s2=0.756 total_charge=-1 spin_multiplicity=2 total_energy_ha=-4689.206088 lumo_ev="1.7838 / 1.7833"
Co -0.05450 -1.44099 0.74113 0.72 0.31 -1.45
O 0.57721 -0.55780 2.16282 0.89 0.72 2.15
C 1.77666 -0.19984 2.46791 -0.31 -0.07 -0.67
C 2.04699 0.25328 3.77743 0.27 -0.03 0.31
C 3.29729 0.69876 4.14288 -0.38 -0.07 -0.07
C 4.32557 0.75338 3.20170 0.45 0.10 -0.11
C 4.09843 0.31192 1.91697 -0.20 -0.19 0.01
C 2.85072 -0.19058 1.52179 -0.15 0.14 1.00
C 2.63075 -0.63902 0.19714 -1.13 -0.65 -1.09
N 1.49287 -1.13533 -0.21995 1.68 0.65 0.91
N 1.42033 -1.49331 -1.51711 0.27 -0.52 -1.78
C 0.25456 -2.03618 -1.79576 0.30 0.75 1.81
O -0.65571 -2.16073 -0.89251 -0.27 -0.81 -1.03
C 0.03001 -2.55750 -3.14138 -0.18 -0.33 -0.81
C -1.24781 -2.96387 -3.53416 0.36 0.24 0.43
C -1.44952 -3.50593 -4.78560 -0.06 -0.14 -0.31
C -0.38534 -3.65875 -5.66461 -0.01 0.00 0.05
C 0.88634 -3.24853 -5.28241 -0.07 -0.15 -0.29
C 1.09517 -2.70083 -4.03494 -0.17 0.11 0.37
H 1.22712 0.21900 4.48054 -0.07 0.04 0.08
H 3.48295 1.01252 5.16365 -0.03 0.06 0.00
H 5.29563 1.14562 3.47766 0.05 -0.04 0.01
H 4.89273 0.33249 1.18374 0.13 0.06 -0.09
H 3.43369 -0.57003 -0.53127 -0.01 0.04 -0.10
H -2.05748 -2.84133 -2.82963 -0.05 0.00 0.03
H -2.44369 -3.81747 -5.08013 -0.02 -0.02 -0.03
H -0.54371 -4.10479 -6.63777 -0.01 0.02 -0.05
H 1.71799 -3.36854 -5.96476 0.03 0.01 -0.03
H 2.07526 -2.38525 -3.71060 0.07 0.05 -0.01
N 0.46324 -5.42716 2.92131 -0.29 0.50 0.22
C 1.07371 -5.79118 1.75762 0.08 0.44 -0.42
C 1.61023 -6.99626 1.35297 0.24 -0.33 -0.27
C 2.20050 -7.03248 0.09696 -0.14 -0.23 0.60
C 2.23255 -5.89463 -0.70171 0.03 0.39 -0.26
C 1.69437 -4.68375 -0.29727 -0.01 -0.05 0.05
C 1.09868 -4.61656 0.96493 0.24 -1.09 0.16
N 0.51386 -3.58765 1.65027 -0.68 0.26 1.55
C 0.13399 -4.08696 2.83130 1.41 -1.03 -2.46
C -0.49797 -3.46208 3.93736 -1.03 -0.28 2.59
C -0.81426 -4.10456 5.14280 0.00 1.03 -0.61
S -1.58218 -3.01096 6.23953 0.48 0.09 -1.18
C -1.41730 -1.77033 4.98757 -0.25 -0.54 1.06
N -0.86362 -2.16020 3.91525 0.18 0.34 -0.38
H 0.25468 -6.03015 3.69433 0.02 -0.02 0.01
H 1.58425 -7.86128 2.00144 0.03 -0.10 -0.02
H 2.66387 -7.94771 -0.24879 -0.06 -0.01 -0.03
H 2.70867 -5.96061 -1.67106 -0.02 0.07 -0.05
H 1.75003 -3.82079 -0.93892 0.00 0.21 -0.05
H -0.62837 -5.10803 5.46658 0.07 -0.28 -0.04
H -1.77288 -0.77558 5.16295 -0.10 0.37 0.04
C -4.64263 -2.03381 3.13219 -0.04 0.02 -0.10
C -4.27053 -1.63237 1.70358 -0.60 0.03 0.12
C -2.84331 -1.65184 1.52807 1.27 -0.17 -0.06
N -1.69989 -1.69582 1.45057 -2.67 -0.02 0.24
H -5.71970 -1.98041 3.27344 -0.06 -0.01 0.01
H -4.16279 -1.36610 3.84096 0.01 0.06 0.12
H -4.30989 -3.04739 3.33889 0.02 -0.11 0.08
H -4.62807 -0.62337 1.48245 0.05 -0.07 -0.09
H -4.71204 -2.32171 0.97874 -0.02 0.13 0.01
C 1.32368 5.32498 1.38776 -0.08 -0.39 -0.10
C 1.06140 3.84140 1.08683 0.22 0.16 0.39
C 0.61481 3.11866 2.35886 0.08 0.06 -0.26
C 2.33048 3.19464 0.53305 -0.26 0.10 0.02
O 0.01626 3.81616 0.13981 0.17 0.58 -0.03
Si -0.54161 2.66931 -0.89207 -1.20 -1.92 1.19
S -1.30590 0.92738 -0.01267 0.59 0.52 -0.31
O -1.74503 3.46323 -1.66232 -0.19 0.52 -0.66
C -3.03476 3.87093 -1.26608 -0.38 0.23 -0.04
C -3.06281 5.40133 -1.35391 0.04 -0.34 -0.04
C -4.02639 3.24028 -2.25157 0.28 0.13 0.21
C -3.39116 3.44261 0.15474 -0.01 -0.06 -0.21
O 0.56313 2.28901 -2.01877 0.55 -0.09 -0.34
C 0.95963 2.93991 -3.20439 0.18 0.15 -0.33
C 2.34580 2.38687 -3.55515 -0.37 0.13 0.10
C -0.04975 2.61260 -4.30858 0.16 -0.01 0.25
C 1.01772 4.45414 -2.99629 0.03 -0.25 0.03
H 2.10185 5.43008 2.13931 0.14 0.02 0.13
H 0.41215 5.79034 1.75433 -0.12 0.06 0.05
H 1.63537 5.83885 0.48111 0.03 0.07 -0.12
H 1.41904 3.10681 3.09009 0.13 0.01 0.14
H 0.33673 2.09543 2.12216 -0.08 -0.14 -0.02
H -0.25206 3.61798 2.78643 -0.14 0.08 0.04
H 3.11081 3.18400 1.29042 0.10 -0.04 0.10
H 2.68614 3.74531 -0.33527 0.05 0.06 -0.13
H 2.12088 2.17454 0.22641 0.02 -0.17 -0.02
H -2.85192 5.71862 -2.37197 0.06 0.07 -0.16
H -2.29223 5.79622 -0.69702 0.09 0.11 0.09
H -4.03044 5.79594 -1.05292 -0.16 0.06 0.05
H -3.83825 3.59524 -3.26250 0.05 0.05 -0.13
H -5.04821 3.48554 -1.97408 -0.21 0.04 0.02
H -3.89396 2.16152 -2.23225 -0.01 -0.14 0.02
H -2.66550 3.84451 0.85478 0.10 0.07 0.19
H -3.35436 2.36010 0.22676 -0.04 -0.02 0.10
H -4.38606 3.79892 0.41312 -0.16 0.17 0.02
H 2.28580 1.30678 -3.66489 0.00 -0.13 -0.01
H 3.04433 2.61042 -2.75149 0.09 0.04 0.08
H 2.70874 2.82778 -4.48143 0.08 0.04 -0.13
H -0.05099 1.54303 -4.50151 -0.02 -0.16 -0.03
H 0.19522 3.14454 -5.22573 0.04 0.05 -0.15
H -1.03932 2.90636 -3.96967 -0.12 0.04 -0.04
H 1.70983 4.69010 -2.19321 0.12 0.08 0.11
H 0.03275 4.81108 -2.71273 -0.13 0.15 0.00
H 1.34045 4.95789 -3.90460 0.05 0.07 -0.14